[1]
C17H19FN2O5S2 | wB97M-V/def2-TZVPD

Last column: Mulliken charge in e.
Cartesian coordinates (Å):
O (0.53474, 2.41591, 3.58080)  -0.742
S (0.98599, 1.50753, 2.56934)  1.318
O (1.54116, 2.03501, 1.35711)  -0.602
N (2.07487, 0.47154, 3.32440)  -0.315
C (3.18316, 0.00954, 2.50467)  -1.091
C (2.64705, -0.72453, 1.30759)  0.296
C (1.73734, -1.76110, 1.48007)  -0.317
C (1.21356, -2.43208, 0.39043)  -0.509
C (1.63347, -2.06602, -0.87512)  0.371
F (1.13692, -2.72121, -1.94663)  -0.426
C (2.55052, -1.05127, -1.07609)  -0.489
C (3.04596, -0.37608, 0.02456)  -0.389
C (-0.36954, 0.41261, 2.15904)  -0.022
C (-0.80010, -0.51737, 3.08672)  -0.548
C (-1.87287, -1.34025, 2.78092)  -0.889
C (-2.52091, -1.20011, 1.56203)  -0.502
C (-2.09229, -0.24319, 0.66083)  0.144
S (-3.06373, 0.02810, -0.82939)  1.301
O (-3.55134, -1.24581, -1.27582)  -0.696
O (-4.01361, 1.05862, -0.53513)  -0.714
N (-1.91849, 0.65072, -1.86340)  0.149
C (-1.15259, -0.32714, -2.60360)  -0.700
C (0.10719, 0.36695, -3.12774)  -0.493
O (-0.21846, 1.48828, -3.91391)  -0.450
C (-0.97491, 2.42621, -3.18256)  -0.573
C (-2.27417, 1.79852, -2.67236)  -0.570
C (-1.01120, 0.56848, 0.94677)  -0.273
H (2.36537, 0.87499, 4.20285)  0.302
H (3.80769, 0.84634, 2.16943)  0.369
H (3.79070, -0.66410, 3.11788)  0.456
H (1.44181, -2.04539, 2.47769)  0.473
H (0.50105, -3.23250, 0.51070)  0.480
H (2.86611, -0.80285, -2.07658)  0.527
H (3.74720, 0.43098, -0.11724)  0.367
H (-0.28996, -0.58414, 4.03444)  0.515
H (-2.21223, -2.07725, 3.49246)  0.409
H (-3.36348, -1.81802, 1.29360)  0.510
H (-0.90169, -1.14371, -1.92854)  0.474
H (-1.73673, -0.72845, -3.44255)  0.328
H (0.67382, -0.30556, -3.77287)  0.311
H (0.72591, 0.67802, -2.27181)  0.339
H (-1.18556, 3.24824, -3.86790)  0.365
H (-0.38766, 2.79627, -2.32908)  0.273
H (-2.83654, 2.48713, -2.04361)  0.384
H (-2.89530, 1.49730, -3.52779)  0.339
H (-0.66822, 1.31083, 0.24542)  0.512

Properties
HOMO: -9.5 eV
net charge: 0
DFT total energy: -55541.8765 eV
LUMO level: 0.181 eV
frontier orbital gap: 9.66 eV
largest force on an atom: 0.02001 hartree/bohr


[2]
C6H11N3 | wB97M-V/def2-TZVPD

Last column: Mulliken charge in e.
Cartesian coordinates (Å):
C (-2.47592, 0.03699, 0.35013)  0.001
C (0.08706, -0.48653, 0.00935)  -0.022
C (0.25548, 1.16611, -0.23716)  -0.677
C (1.76911, 0.95404, -0.14009)  -0.559
C (1.03260, -0.87042, 1.01764)  -0.186
C (1.00034, -0.99691, -0.99428)  -0.677
H (-4.00001, 1.08639, -0.21423)  0.277
H (-2.14717, 1.22772, 1.31018)  0.203
H (-1.31421, -2.00475, -0.40688)  0.347
H (0.04017, 1.41189, -1.22929)  0.356
H (-0.09848, 1.73411, 0.63175)  0.393
H (2.48650, 1.38030, -0.91554)  0.280
H (2.12138, 1.61982, 0.85328)  0.264
H (1.12843, -0.23068, 1.94924)  0.225
H (1.15707, -1.91242, 1.38783)  0.267
H (1.03189, -0.72288, -2.02848)  0.246
H (0.99911, -2.01263, -1.21277)  0.429
N (-3.75012, -0.09306, -0.30400)  -0.565
N (-1.30659, -0.86368, 0.08968)  -0.136
N (1.98337, -0.42341, 0.08362)  -0.464

Properties
HOMO: -8.6 eV
net charge: 0
DFT total energy: -10862.0137 eV
LUMO level: 0.363 eV
frontier orbital gap: 9.01 eV
largest force on an atom: 0.16435 hartree/bohr


[3]
C24H23Cl2O2S | wB97M-V/def2-TZVPD

Last column: Mulliken charge in e.
Cartesian coordinates (Å):
C (1.03793, 4.87250, -5.55332)  -0.812
O (1.80808, 4.06824, -4.62674)  -0.432
C (1.21786, 3.24211, -3.72031)  0.785
C (2.09762, 2.52946, -2.86202)  -0.630
C (1.59553, 1.65789, -1.91499)  -0.227
C (0.19923, 1.45916, -1.77327)  0.017
C (-0.34476, 0.45104, -0.80089)  0.635
C (-1.70856, 0.59397, -0.38703)  -0.851
S (-2.55089, -0.47160, 0.63896)  0.696
C (-3.78191, 0.64966, 1.38979)  -1.243
C (-3.64266, -1.40243, -0.48803)  -1.130
O (0.37373, -0.50059, -0.42713)  -0.620
C (-0.64938, 2.14680, -2.65340)  -0.560
C (-0.17743, 3.05627, -3.60311)  -0.636
H (1.83772, 5.39749, -6.09224)  0.247
H (0.45404, 4.25993, -6.25503)  0.335
H (0.38978, 5.59951, -5.04219)  0.333
H (3.16647, 2.69052, -2.98588)  0.409
H (2.29562, 1.12611, -1.27657)  0.429
H (-2.27068, 1.49585, -0.63825)  0.296
H (-4.43593, 0.06543, 2.05262)  0.439
H (-3.23332, 1.40319, 1.96510)  0.374
H (-4.37817, 1.13027, 0.60904)  0.417
H (-4.31518, -2.03553, 0.10481)  0.395
H (-4.21756, -0.70324, -1.10093)  0.397
H (-2.99090, -2.01288, -1.12194)  0.362
H (-1.72158, 1.96263, -2.59954)  0.299
H (-0.85653, 3.60032, -4.26157)  0.390
Cl (-1.65287, -6.87955, 2.01504)  -0.154
C (-1.07362, -5.27702, 2.19026)  0.491
C (-1.67395, -4.40158, 3.11392)  -0.853
C (-1.22852, -3.09135, 3.19762)  -0.281
C (-0.15460, -2.60714, 2.39074)  0.575
C (0.22158, -1.23325, 2.47142)  -0.538
C (1.50971, -0.65770, 2.35054)  1.112
C (1.75869, 0.61418, 2.95251)  -0.469
C (2.93339, 1.30818, 2.71919)  -0.770
C (3.88510, 0.78139, 1.83217)  0.498
Cl (5.29588, 1.66678, 1.43406)  -0.146
C (3.74046, -0.52076, 1.33527)  -1.029
C (2.60145, -1.24498, 1.65261)  -0.095
C (0.45547, -3.54600, 1.51714)  -0.014
C (0.04869, -4.86881, 1.45963)  -1.088
H (-2.49433, -4.76659, 3.72361)  0.424
H (-1.71020, -2.40253, 3.88956)  0.443
H (-0.56040, -0.55049, 2.82292)  0.390
H (0.98753, 1.04707, 3.58858)  0.420
H (3.12432, 2.28037, 3.16934)  0.427
H (4.50024, -0.94689, 0.68873)  0.440
H (2.53769, -2.25818, 1.29733)  0.212
H (1.19145, -3.20220, 0.80316)  0.480
H (0.55867, -5.57501, 0.80870)  0.409

Properties
HOMO: -10.1 eV
net charge: +1
DFT total energy: -65227.2480 eV
LUMO level: -5.492 eV
frontier orbital gap: 4.59 eV
largest force on an atom: 0.02320 hartree/bohr